Record 1
Formula: C12H17Cl2N2O3PPt
Source: the OMol25 dataset
Level of theory: ωB97M-V with the def2-TZVPD basis set

HOMO energy = -15.273 eV
Frontier orbital gap = 0.0803 Ha
Energy = -2182.66804 hartree
Total charge = +2
Spin multiplicity = 1

The geometry in XYZ format:
```
38
C12H17Cl2N2O3PPt ωB97M-V with the def2-TZVPD basis set
C -3.09 -0.15 2.58
C -1.98 -0.99 1.72
C -0.54 -0.27 1.65
Cl -0.10 0.19 3.41
C 0.67 -1.20 1.14
C 0.66 -2.68 1.72
N 0.48 -3.84 2.04
C 0.83 -1.31 -0.47
C 1.64 -2.68 -0.78
N 2.35 -3.51 -1.31
C -0.57 -1.43 -1.28
C -1.27 -0.03 -1.63
C -0.28 1.01 -2.39
O 0.18 1.96 -1.37
C 0.97 2.99 -2.04
C 2.57 2.89 -1.86
O 0.37 3.86 -2.71
P 2.28 -0.34 1.78
O 3.63 -0.89 0.90
Cl 2.18 1.74 1.32
H -2.74 0.91 2.84
H -3.42 -0.77 3.51
H -4.07 -0.04 1.92
H -1.94 -2.03 2.22
H -2.47 -1.14 0.68
H -0.54 0.74 1.07
H 1.46 -0.39 -0.80
H -0.31 -1.93 -2.30
H -1.22 -2.18 -0.72
H -2.11 -0.26 -2.40
H -1.78 0.48 -0.74
H 0.67 0.47 -2.77
H -0.77 1.52 -3.30
H 2.86 1.77 -1.92
H 3.08 3.52 -2.69
H 2.95 3.32 -0.86
H 4.45 -0.45 1.30
Pt -5.06 1.09 2.60
```

=====

Record 2
Formula: C12H17Cl6NO2
Source: the OMol25 dataset
Level of theory: ωB97M-V with the def2-TZVPD basis set

HOMO energy = -9.794 eV
Frontier orbital gap = 0.3548 Ha
SMILES = O=[N+]([O-])c1ccccc1.ClCCCl.ClCCCl.ClCCCl
Energy = -3433.71442 hartree
Total charge = 0
Spin multiplicity = 1

The geometry in XYZ format:
```
38
C12H17Cl6NO2 ωB97M-V with the def2-TZVPD basis set
Cl -10.05 -28.90 20.44
C -8.60 -29.01 19.34
C -7.48 -29.67 20.22
Cl -6.00 -29.82 19.28
H -8.47 -28.06 18.83
H -8.99 -29.71 18.60
H -7.60 -30.72 20.48
H -7.21 -29.08 21.09
Cl -6.25 -20.14 18.25
C -5.21 -21.19 17.19
C -5.26 -20.73 15.70
Cl -6.92 -20.93 15.04
H -5.61 -22.20 17.28
H -4.24 -21.26 17.67
H -4.65 -21.32 15.02
H -4.94 -19.69 15.70
Cl -12.80 -18.12 19.94
C -11.74 -16.67 20.23
C -11.17 -16.08 18.93
Cl -10.11 -17.13 18.08
H -11.04 -17.02 20.99
H -12.29 -15.93 20.82
H -10.49 -15.33 19.33
H -11.84 -15.63 18.20
C -11.15 -21.11 18.03
C -11.90 -22.33 18.02
C -11.17 -23.53 17.94
C -9.75 -23.57 17.99
C -9.05 -22.36 17.91
C -9.79 -21.17 17.95
N -9.05 -24.92 18.00
O -9.68 -25.89 17.79
O -7.86 -24.95 18.17
H -11.65 -20.15 18.06
H -12.97 -22.33 18.15
H -11.82 -24.37 18.15
H -7.99 -22.28 17.70
H -9.35 -20.20 17.81
```

=====

Record 3
Formula: C12H17ClN3
Source: the OMol25 dataset
Level of theory: ωB97M-V with the def2-TZVPD basis set

HOMO energy = -12.498 eV
Frontier orbital gap = 0.3436 Ha
SMILES = CN(C)[C@@H](Cl)N1CC[NH+]=C1c1ccccc1
Energy = -1091.63336 hartree
Total charge = +1
Spin multiplicity = 1

The geometry in XYZ format:
```
33
C12H17ClN3 ωB97M-V with the def2-TZVPD basis set
C -0.75 0.25 -2.92
N -1.32 1.22 -1.98
C -1.91 2.45 -2.61
C -0.89 1.22 -0.66
Cl -1.80 2.39 0.33
H -1.16 0.44 -3.93
H 0.37 0.30 -2.97
H -1.04 -0.80 -2.66
H -2.11 2.27 -3.69
H -2.87 2.70 -2.12
H -1.22 3.31 -2.49
H 0.24 1.24 -0.46
C 3.96 0.07 1.30
C 3.54 -1.24 1.23
C 2.19 -1.55 1.18
C 1.29 -0.51 1.16
C -0.10 -0.94 1.09
N -1.02 -0.30 0.35
C -2.32 -0.83 0.81
C -2.04 -2.09 1.62
N -0.60 -2.04 1.70
C 1.69 0.86 1.22
C 3.06 1.15 1.24
H 4.99 0.29 1.47
H 4.23 -2.09 1.22
H 1.81 -2.58 1.02
H -2.79 -0.06 1.44
H -2.85 -1.07 -0.10
H -2.49 -2.12 2.62
H -2.35 -3.01 1.12
H -0.06 -2.77 2.13
H 0.94 1.67 1.12
H 3.38 2.18 1.21
```

=====

Record 4
Formula: C12H17CuF3N2O4
Source: the OMol25 dataset
Level of theory: ωB97M-V with the def2-TZVPD basis set

HOMO energy = -3.680 eV
Frontier orbital gap = 0.2418 Ha
Energy = -2817.98622 hartree
Total charge = -1
Spin multiplicity = 1

The geometry in XYZ format:
```
39
C12H17CuF3N2O4 ωB97M-V with the def2-TZVPD basis set
Cu 25.78 4.58 -15.11
O 25.83 2.49 -14.28
H 26.35 1.88 -13.76
O 25.28 4.21 -17.08
H 25.29 5.12 -17.41
N 23.58 5.29 -13.60
C 23.08 5.71 -14.80
C 23.71 6.87 -15.13
C 24.66 7.18 -14.12
C 24.55 6.16 -13.19
H 23.34 4.46 -13.09
H 22.36 5.11 -15.33
H 23.56 7.51 -15.99
H 25.30 8.04 -14.06
H 25.05 6.06 -12.23
N 29.75 3.74 -16.48
C 28.60 4.09 -17.10
C 28.96 4.58 -18.35
C 30.32 4.41 -18.50
C 30.83 3.88 -17.32
H 29.79 3.21 -15.62
H 27.61 3.89 -16.71
H 28.21 4.89 -19.06
H 30.92 4.64 -19.37
H 31.85 3.75 -16.98
C 26.84 2.84 -10.75
C 27.27 3.46 -12.07
O 28.04 4.62 -11.74
C 28.36 5.40 -12.74
O 28.06 5.25 -13.88
C 29.17 6.63 -12.37
F 28.63 7.73 -12.89
F 29.25 6.83 -11.02
F 30.43 6.50 -12.82
H 27.65 2.76 -10.03
H 26.37 1.87 -10.90
H 26.08 3.50 -10.31
H 26.43 3.68 -12.72
H 27.85 2.73 -12.65
```

=====

Among the records above, which one has the highest energy?
C12H17ClN3

=====

Which value of total charge does entry 3 give?
+1